# 1
Formula: C4H6N2O
Source: OMol25
Level of theory: wB97M-V/def2-TZVPD

Geometry as ORCA input:
```
! RIJCOSX wB97M-V def2-TZVPD def2/J DEFGRID3
* xyz 0 1
C -0.9614 0.4624 1.7413
C -0.6016 0.2167 0.3213
C -0.1251 1.1080 -0.5852
N 0.6411 0.3531 -1.4768
C 0.5748 -0.9231 -1.0274
O 1.3200 -1.8952 -1.5750
N -0.2009 -1.0720 0.0017
H -1.7117 -0.2318 2.1239
H -1.2357 1.4971 1.9535
H -0.0181 0.2506 2.2574
H -0.2121 2.1833 -0.6516
H 1.3584 0.7159 -2.0817
H 1.1723 -2.6648 -1.0014
*
```

molecular weight: 98.1 Da
SMILES: Cc1c[nH]c(O)n1
LUMO level: 0.82 eV
orbital gap: 8.985 eV
energy relative to the best compared isomer or geometry (same formula, charge and spin): 0.591 eV
highest occupied orbital energy: -8.166 eV


# 2
Formula: C7H13N2P
Source: OMol25
Level of theory: wB97M-V/def2-TZVPD

Geometry as ORCA input:
```
! RIJCOSX wB97M-V def2-TZVPD def2/J DEFGRID3
* xyz 0 3
C -1.1889 1.7856 -1.8894
C -0.7042 2.0682 -3.1014
C 1.1282 1.3412 -1.9659
C 0.0153 -2.0942 0.2319
C 1.4285 -0.4247 1.4151
C -0.5655 -1.1840 2.6618
C 0.0405 -0.9763 1.2310
N -0.1757 1.3384 -1.0792
N 0.5681 1.6206 -3.1531
P -1.0701 0.3773 0.4419
H -2.1873 2.0744 -1.5185
H -1.2660 2.5668 -3.8845
H 1.0309 -1.9354 -0.3094
H 0.0046 -3.1706 0.6717
H -0.8795 -2.1275 -0.4441
H 1.7983 0.2709 0.7192
H 2.3199 -1.0690 1.5506
H 1.4611 0.0880 2.3444
H 0.2156 -1.6291 3.2717
H -0.9520 -0.2596 3.0079
H -1.4698 -1.8173 2.6337
H 1.1121 1.6114 -4.0020
H -0.6640 1.5449 1.1665
*
```

molecular weight: 156.2 Da
LUMO level (alpha / beta): 0.97 / -1.77 eV
orbital gap (alpha / beta): 5.677 / 6.561 eV
energy relative to the best compared isomer or geometry (same formula, charge and spin): 2.358 eV
highest occupied orbital energy (alpha / beta): -4.711 / -8.327 eV


# 3
Formula: C5H12NO
Source: OMol25
Level of theory: wB97M-V/def2-TZVPD

Geometry as ORCA input:
```
! RIJCOSX wB97M-V def2-TZVPD def2/J DEFGRID3
* xyz -1 1
C -1.3345 0.7397 2.1011
C -0.5866 1.0200 0.7799
C 0.6504 -0.3705 -1.0851
C 1.1769 0.7963 -1.9230
N 0.6356 1.5420 0.8224
C 0.4097 -0.1977 0.3949
O -0.4579 -2.8300 -0.6839
H -0.6086 0.7375 2.9107
H -2.1427 1.4298 2.3098
H -1.7714 -0.2606 2.0324
H -1.2866 1.2076 -0.0424
H -0.3314 -0.6466 -1.4324
H 1.2633 -1.2464 -1.2766
H 0.4199 1.5000 -2.2627
H 1.8659 1.3643 -1.3071
H 1.7021 0.3936 -2.7834
H -0.5130 -3.6844 -0.2383
H 1.1218 -0.3664 1.2089
H -0.2126 -1.1282 0.4749
*
```

molecular weight: 102.2 Da
LUMO level: 4.10 eV
orbital gap: 7.278 eV
energy relative to the best compared isomer or geometry (same formula, charge and spin): 4.252 eV
highest occupied orbital energy: -3.182 eV


- Which value of energy relative to the best compared isomer or geometry (same formula, charge and spin) does entry 2 give?
  2.358 eV